This record from the OMol25 dataset describes a structure of composition C36H34BrCl3N6NbO4PS in a non-equilibrium geometry. The level of theory is the ωB97M-V functional and the def2-TZVPD basis.

Values from the calculation:
Expectation value of S² ... 0.75
Net charge ... +1
Relative energy (zero: lowest compared OMol25 entry of this formula, charge and spin) ... 37.8 kJ/mol
2S+1 ... 2
Lowest unoccupied orbital energy ... -3.9 eV

Each line ends with the Mulliken charge.
Positions of all 87 atoms, in Å:
Nb -0.9198 -0.0957 -0.2355  0.16
Cl 0.7062 -0.2759 7.2826  -0.21
C 0.3803 -0.1440 5.5721  0.24
C 0.8196 -1.1136 4.6619  -0.60
C 0.5858 -0.9613 3.3307  0.72
Cl 0.9924 -2.2831 2.2846  -0.13
C 0.0600 0.2892 2.8338  -1.20
O -0.0191 0.6391 1.5084  -0.69
C -0.3547 1.2596 3.7639  0.67
Cl -1.1126 2.7610 3.3579  -0.16
C -0.1768 1.0235 5.1306  -0.64
H 1.3320 -2.0016 5.0444  0.45
H -0.5326 1.7509 5.8571  0.45
Br -0.9685 -1.7889 -2.1399  0.05
C -2.6342 -1.0546 -2.7705  1.05
C -3.3210 -1.8538 -3.6958  -0.96
C -4.5651 -1.4037 -4.1477  -0.62
C -5.2095 -0.3240 -3.6395  -1.06
C -4.6433 0.3961 -2.5455  1.00
C -5.3741 1.2288 -1.7207  -0.76
C -4.7730 1.8555 -0.6411  -0.44
C -3.4570 1.5596 -0.2407  -1.05
C -2.7140 0.6244 -0.9582  1.57
C -3.2811 0.0106 -2.1475  0.41
H -2.9033 -2.7749 -4.0564  0.47
H -5.0160 -2.0713 -4.8870  0.37
H -6.2026 -0.0513 -3.9940  0.42
H -6.4214 1.3821 -1.9656  0.43
H -5.3936 2.4847 0.0430  0.41
H -3.0116 2.0422 0.6341  0.69
N -2.2586 4.3335 -1.2366  -0.28
C -1.1339 4.5936 -0.5205  0.31
N -0.2807 3.6357 -0.1288  0.19
C 0.8235 4.2350 0.4267  -0.54
C 1.9750 3.5155 0.8474  -0.20
C 2.8855 4.1349 1.6896  -0.63
C 2.6941 5.4572 2.0799  -0.57
C 1.6347 6.1834 1.5581  -0.22
C 0.7104 5.5981 0.6970  0.37
S -0.6849 6.2778 -0.1369  -0.30
H -2.5421 3.3793 -1.3512  0.11
H -2.8735 5.1149 -1.5551  0.22
H 2.0944 2.5164 0.4846  0.46
H 3.6997 3.5950 2.1519  0.39
H 3.3506 5.9321 2.7871  0.41
H 1.6318 7.2359 1.8762  0.33
C 5.4183 -3.3454 -0.0195  -0.89
N 5.3276 -1.9202 -0.3640  0.06
C 5.6604 -1.6524 -1.7827  -0.83
N 4.8565 -2.4590 -2.6835  0.10
C 4.9675 -3.8540 -2.3127  -0.99
N 4.5940 -4.1506 -0.9198  0.09
C 3.1896 -4.0369 -0.6574  -0.92
P 2.6553 -2.2160 -0.9617  0.68
C 4.0060 -1.3874 -0.0125  -0.91
C 3.4521 -2.0360 -2.6545  -1.01
H 5.1130 -3.4701 1.0206  0.39
H 6.4950 -3.5567 -0.1552  0.31
H 6.7106 -1.8735 -1.9979  0.25
H 5.5160 -0.5568 -1.9866  0.36
H 6.0414 -4.0727 -2.3523  0.37
H 4.4403 -4.4645 -3.0617  0.34
H 2.9338 -4.2127 0.4049  0.38
H 2.6317 -4.6740 -1.3485  0.40
H 3.8883 -1.4921 1.0940  0.36
H 4.0076 -0.3104 -0.1972  0.45
H 3.3841 -0.9744 -2.9093  0.43
H 2.8643 -2.5643 -3.4276  0.43
C 0.7706 1.6105 -3.7067  -1.25
C 1.2750 1.1811 -2.3568  0.67
O 2.4300 1.2283 -1.9319  -0.50
O 0.3188 0.6030 -1.5442  0.05
H 1.3974 2.4928 -3.9722  0.37
H -0.3000 1.8651 -3.6624  0.25
H 0.9299 0.8500 -4.4742  0.32
O -1.8654 -1.2418 1.1029  -0.15
N -2.9277 -1.7965 1.7804  -0.08
C -3.4801 -2.9243 1.2686  -0.05
C -4.6791 -3.4275 1.8118  -0.76
C -5.2848 -2.7610 2.8774  -0.13
C -4.6311 -1.6428 3.4122  -0.92
C -3.4338 -1.2378 2.8899  0.06
H -2.9504 -3.4003 0.4338  0.45
H -5.0215 -4.3693 1.4507  0.44
H -6.2499 -3.1334 3.2333  0.41
H -5.1004 -1.1484 4.2524  0.46
H -2.9483 -0.3153 3.2313  0.39



This record from the OMol25 dataset describes a cluster of 2 separate species, C3H9N3O in total. The level of theory is the ωB97M-V functional and the def2-TZVPD basis.

Values from the calculation:
Net charge ... 0
Relative energy (zero: lowest compared OMol25 entry of this formula, charge and spin) ... 36.9 kJ/mol
Lowest unoccupied orbital energy ... 0.7 eV

Each line ends with the Mulliken charge.
Positions of all 16 atoms, in Å:
H -1.5676 2.3811 -1.1081  0.23
N -1.0628 1.5843 -1.4755  -0.61
C 0.1456 1.9142 -1.6740  0.06
N 1.0683 1.0109 -2.1508  -0.48
H 0.5371 2.9229 -1.5360  0.33
H 0.7846 0.0484 -2.0308  0.26
H 2.0297 1.1900 -1.9463  0.23
C -1.0032 -1.6150 0.6357  -0.85
C -0.3329 -0.7402 1.6779  0.65
N 0.8878 -1.1902 2.1153  -0.44
O -0.8287 0.2715 2.1119  -0.59
H -0.7607 -2.6628 0.8074  0.38
H -0.6556 -1.2928 -0.3447  0.13
H -2.0732 -1.4621 0.7072  0.26
H 1.4104 -1.8293 1.5457  0.21
H 1.4213 -0.5309 2.6652  0.24



This record from the OMol25 dataset describes an isolated molecule of C6H8N2O in a non-equilibrium geometry. The level of theory is the ωB97M-V functional and the def2-TZVPD basis.

Values from the calculation:
Net charge ... 0
Relative energy (zero: lowest compared OMol25 entry of this formula, charge and spin) ... 196.0 kJ/mol
Lowest unoccupied orbital energy ... 0.9 eV

Each line ends with the Mulliken charge.
Positions of all 17 atoms, in Å:
C 1.2535 -2.2272 -1.4953  -1.19
C 0.8162 -1.1905 -0.5471  0.22
O -0.1475 -1.6772 0.4410  -0.49
C -0.6035 -0.6300 -0.4411  0.00
C -0.7081 0.7902 0.2990  0.05
C -1.3318 1.9690 -0.1106  -0.41
N -1.0452 2.9266 0.9032  -0.60
C -0.4011 2.3439 1.8507  -0.01
N -0.2123 1.0216 1.5992  -0.10
H 0.4309 -2.2904 -2.1698  0.32
H 1.3497 -3.2488 -0.9760  0.24
H 2.1469 -1.9966 -2.0722  0.33
H 1.5594 -0.4099 -0.2121  0.34
H -1.4092 -0.8317 -1.1298  0.43
H -2.0091 2.3535 -0.9200  0.35
H -0.0532 2.7104 2.8984  0.28
H 0.3643 0.3870 2.0825  0.23



This record from the OMol25 dataset describes the ion C8H12N4 with charge +2 in a non-equilibrium geometry. The level of theory is the ωB97M-V functional and the def2-TZVPD basis.

Values from the calculation:
Expectation value of S² ... 2.01
Net charge ... +2
Relative energy (zero: lowest compared OMol25 entry of this formula, charge and spin) ... 90.3 kJ/mol
2S+1 ... 3
Lowest unoccupied orbital energy (alpha / beta) ... -6.8 / -12.4 eV

Each line ends with the Mulliken charge.
Positions of all 24 atoms, in Å:
C -2.7530 -1.0895 0.7561  -0.45
C 2.8194 1.0774 0.6454  -0.51
C -2.9746 0.0896 0.1083  -0.23
C 2.9926 -0.0882 -0.0447  -0.02
C -0.8314 -0.1518 0.3234  0.21
C 0.8813 0.1178 0.4018  -0.07
C -1.6113 1.9322 -0.8139  -0.90
C 1.5253 -1.9101 -0.8883  -0.74
N -1.4052 -1.2190 0.8855  0.05
N 1.4870 1.1933 0.9015  -0.01
N -1.7627 0.6684 -0.1435  0.08
N 1.7696 -0.6703 -0.1961  0.15
H -3.4474 -1.8196 1.1245  0.44
H 3.5377 1.8124 0.9522  0.44
H -3.9014 0.5472 -0.1790  0.50
H 3.8943 -0.5276 -0.4227  0.46
H -2.1448 2.7083 -0.2623  0.37
H -0.5636 2.2071 -0.9048  0.35
H -2.0502 1.8760 -1.8126  0.36
H 1.1189 -2.6638 -0.2124  0.31
H 0.8335 -1.7675 -1.7172  0.35
H 2.4654 -2.2894 -1.2874  0.31
H -0.9430 -1.9846 1.3618  0.29
H 1.0638 1.9520 1.4245  0.26



This record from the OMol25 dataset describes a structure of composition C5H20MnN4O5 in a non-equilibrium geometry. The level of theory is the ωB97M-V functional and the def2-TZVPD basis.

Values from the calculation:
Expectation value of S² ... 8.75
Net charge ... +2
2S+1 ... 6
Lowest unoccupied orbital energy (alpha / beta) ... -7.9 / -7.9 eV

Each line ends with the Mulliken charge.
Positions of all 35 atoms, in Å:
Mn -0.4023 -0.2885 0.2737  0.96
C -2.2803 -0.1305 -1.7203  0.40
O -2.0593 0.6565 -2.7773  -0.51
N -1.2853 -0.9745 -1.5153  -0.23
N -2.2943 0.2875 -0.5403  -0.32
H -0.8303 -1.0415 -2.4293  0.24
H -1.7133 -1.8785 -1.4723  0.23
H -2.5143 1.3435 -0.5183  0.26
H -3.2833 -0.0185 -0.2113  0.30
C -0.1853 0.0075 2.8987  0.24
O -0.4273 0.9995 3.8277  -0.50
N 0.8007 0.1715 2.0277  -0.27
N -1.1753 -0.5415 2.1817  -0.32
H 1.2077 1.1555 1.8117  0.33
H 1.4687 -0.5725 2.4227  0.25
H -2.0223 -0.0765 2.5947  0.36
H -1.3433 -1.5035 2.7277  0.32
C 2.7457 0.2615 -0.5503  -0.93
O 1.4637 0.2575 -0.9863  -0.19
H 2.7687 0.1775 0.5057  0.26
H 3.0957 1.2685 -0.8513  0.45
H 3.4247 -0.5405 -1.0613  0.23
H 1.5987 0.6885 -1.8813  0.33
C -0.4763 2.9665 -0.8753  -0.63
O -0.8443 2.3775 0.3397  -0.46
H -0.2733 2.2095 -1.6463  0.16
H 0.3867 3.5585 -0.8773  0.38
H -1.2533 3.6355 -1.2083  0.34
H -0.8823 3.1125 0.9417  0.29
C 1.2277 -2.9705 -0.5513  -0.82
O 0.4487 -2.2615 0.4377  -0.45
H 2.3017 -3.0685 -0.2603  0.34
H 1.1767 -2.4715 -1.5103  0.30
H 0.8297 -4.0065 -0.7703  0.31
H 0.5997 -2.7885 1.2247  0.32